An isolated molecule of C5H14N2. Source: the OMol25 dataset; level of theory: the ωB97M-V functional and the def2-TZVPD basis.

Atoms and positions in Å:
N -0.2223 0.3223 0.9920
N -2.5384 1.1488 1.1075
C -0.0181 0.5277 -1.5505
C 0.2974 -0.2241 -0.2359
C 2.4203 -1.3881 -1.1516
C -1.6499 0.0057 1.2736
C 1.8010 -0.4676 -0.0907
H 0.5592 1.4409 -1.6726
H 3.3795 -1.0416 -1.5234
H 1.7566 -1.5105 -2.0085
H -3.3778 0.8881 0.6207
H -1.0677 0.8053 -1.5095
H -0.1322 -1.2178 -0.4298
H -1.9717 -0.7801 0.5782
H -0.1829 1.3234 1.1352
H 2.3720 0.4654 -0.0894
H 0.1357 -0.1658 -2.3614
H 2.5374 -2.3919 -0.7631
H 1.9421 -0.8940 0.9079
H -1.6689 -0.4245 2.2659
H -2.1373 1.9954 0.7441

Net charge = 0
Highest occupied orbital energy = -8.780 eV
LUMO = 1.1 eV
SMILES = CC[C@H](C)NCN
Energy relative to the best compared isomer or geometry (same formula, charge and spin) = 101.68 kJ/mol
Spin multiplicity = 1